*w*
The following is a quantum chemistry calculation of a cluster of 2 separate species, C3H12NO2 in total, from the Open Molecules 2025 dataset.

```
18
C3H12NO2 (ωB97M-V/def2-TZVPD)
C 0.632 -1.138 -1.293
O 1.955 -0.551 -1.434
C -0.248 -0.097 -0.529
C -1.455 -0.835 0.050
N 0.702 0.524 0.437
H 0.132 -1.432 -2.214
H 0.809 -2.030 -0.703
H 2.263 -0.770 -2.321
H -0.606 0.491 -1.425
H -1.429 -1.918 -0.188
H -2.347 -0.516 -0.476
H -1.637 -0.635 1.099
H 1.272 1.121 -0.194
H 0.353 1.109 1.279
H 1.355 -0.111 0.893
H -0.593 1.599 2.784
H -0.941 2.903 2.017
O -0.218 2.288 2.217
```

- HOMO level: -14.89 eV
- LUMO level: -3.2 eV
- Net charge: +1


*x*
The following is a quantum chemistry calculation of a cluster of 3 separate species, C3H12NO2 in total, from the Open Molecules 2025 dataset.

```
18
C3H12NO2 (ωB97M-V/def2-TZVPD)
C 2.730 -0.343 1.813
C 1.684 0.070 0.816
C 1.791 0.102 -0.498
N 0.701 0.707 -1.301
H 2.232 -0.701 2.707
H 3.321 0.530 2.097
H 3.388 -1.124 1.428
H 0.704 0.214 1.252
H 2.717 0.030 -1.044
H 0.770 1.725 -1.354
H -0.241 0.477 -0.895
H 0.685 0.339 -2.250
H -2.709 -0.054 -0.562
H -1.752 0.358 0.567
O -1.807 0.278 -0.397
H -4.442 -1.030 -1.495
H -5.351 -0.819 -0.315
O -4.422 -0.759 -0.568
```

- HOMO level: -14.48 eV
- LUMO level: -3.1 eV
- Net charge: +1


Stability check: which of them is least stable? *w*.


*w*
The following is a quantum chemistry calculation of an isolated molecule of C2H4O4S, from the Open Molecules 2025 dataset.

```
11
C2H4O4S (ωB97M-V/def2-TZVPD)
O -3.726 -0.834 0.071
S -2.919 0.392 0.095
O -3.147 1.252 1.247
C -1.230 -0.246 -0.048
O -1.208 -1.148 -0.984
C 0.231 0.853 -0.313
O 1.265 -0.063 -0.487
H -0.677 -1.036 -1.840
H 0.347 1.539 0.538
H -0.030 1.284 -1.240
H 1.502 -0.464 0.341
```

- SMILES: O=S(=O)=C(O)CO
- HOMO level (spin up / spin down): -9.15 / -9.15 eV
- LUMO level (spin up / spin down): -1.5 / -1.6 eV


*x*
The following is a quantum chemistry calculation of a cluster of 2 separate species, C2H4O4S in total, from the Open Molecules 2025 dataset.

```
11
C2H4O4S (ωB97M-V/def2-TZVPD)
O -3.383 -0.920 0.759
S -3.643 0.214 -0.043
O -2.942 1.455 0.207
O -4.897 0.250 -0.686
C -0.428 -1.017 1.217
C -0.483 -1.178 -0.329
O -1.144 -0.683 -1.184
H 0.448 -1.411 1.654
H -1.221 -1.380 1.771
H -0.478 0.035 1.207
H 0.527 -1.531 -0.556
```

- SMILES: O=S(=O)=O.CC=O
- HOMO level: -10.27 eV
- LUMO level: -1.4 eV


Stability check: which of them is least stable? *w*.